Formula: C19H36Br4F6N5O8S2V
Source: the Open Molecules 2025 dataset
Level of theory: ωB97M-V with the def2-TZVPD basis set

```
! wB97M-V def2-TZVPD RIJCOSX def2/J DEFGRID3
* xyz 1 2
Br -2.9880 6.0280 0.3496
Br -0.8218 2.2582 -7.0984
Br -1.0283 -1.0642 -5.8699
Br -2.6883 1.9653 -1.8426
V -0.7511 -1.4800 1.9100
S 1.2884 -1.6052 -0.7034
S 2.1106 0.2433 0.9121
F 0.7810 1.8161 2.7211
F -0.7666 -0.6975 -2.0958
F 2.2248 2.7888 1.5479
F 0.3516 2.1855 0.6343
F 0.8379 -1.3497 -3.2852
F 0.9192 0.5711 -2.2670
O 2.9019 -0.2700 2.0109
O 2.8029 0.6948 -0.2567
O 0.2971 -0.8076 3.7967
O 0.6506 -3.0148 2.2007
O -4.6613 -3.2486 -2.7612
O -1.8114 -2.1026 0.9066
O 2.7039 -1.8252 -0.7756
O 0.5524 -2.8441 -0.7149
N 0.7553 -0.6710 0.6701
N 0.1914 -1.1994 6.0400
N 0.7802 8.9728 -1.5528
N 2.2488 -4.6460 1.9640
N -2.9634 -3.5727 -4.2471
C 1.2901 1.8527 1.5056
C 1.5550 -5.5491 1.0658
C 0.1162 -0.7310 7.3970
C -1.8789 0.5506 -5.1210
C 0.2613 -0.4045 4.9670
C 1.7490 -3.5328 2.4473
C -3.3165 4.6492 -0.9979
C 1.8315 6.0155 0.2419
C -1.9380 -3.2654 -3.2498
C 0.3102 -2.6424 5.8420
C -2.4384 -4.3587 -5.3213
C -2.5116 3.4063 -0.5396
C 2.3907 7.0714 -0.7499
C 1.4593 8.1262 -1.1825
C 0.8233 6.4957 1.2703
C -4.2666 -3.5643 -3.8612
C 0.5540 -0.6809 -2.2013
C -0.9182 1.7530 -5.2053
C 3.6257 -5.0336 2.3432
H 2.8413 6.5330 -1.5855
H 1.3379 5.3495 -0.4728
H -4.3895 4.5361 -1.0524
H -2.8738 0.7128 -5.5244
H -1.2823 2.5702 -4.5923
H -2.9076 3.0728 0.4148
H -4.9048 -3.8903 -4.7024
H 0.3438 0.6409 5.2869
H 4.2282 -4.7561 1.4786
H 1.1759 7.2370 1.9907
H -0.6772 -1.1797 7.9897
H 2.6246 5.4320 0.7040
H -0.0767 6.8129 0.7470
H -2.0363 0.3004 -4.0695
H 1.3775 -6.5355 1.4997
H -1.9704 -5.2942 -4.9926
H -1.1849 -2.5862 -3.6687
H -1.3157 -4.1297 -2.9839
H 2.0218 -5.6742 0.0929
H 1.2062 -3.0979 6.2638
H 3.7102 -6.1119 2.4607
H 0.0457 1.3679 -4.8872
H 1.1093 -0.7801 7.8454
H 3.3032 7.5397 -0.3678
H 0.5248 5.7156 1.9792
H 3.9542 -4.5713 3.2690
H -3.1750 -4.5543 -6.1023
H -0.5732 -3.0792 6.3144
H -2.7532 5.0147 -1.8495
H 0.2695 -2.9791 4.8111
H -1.6079 -3.9244 -5.8869
H -1.4839 3.7464 -0.4640
H -0.1449 0.3314 7.3651
H 0.5437 -5.1368 1.0217
H 2.4385 -3.0179 3.1257
H -2.3147 -2.8974 -2.3020
*
```

Properties
Kohn-Sham gap (alpha / beta): 4.998 / 5.540 eV
expectation value of S²: 0.79
energy: -387941.38346 eV
E_LUMO (alpha / beta): -5.817 / -5.274 eV

Results of the Löwdin charge analysis, in e, for atoms 1 through 6:
1 Br 0.657
2 Br 0.618
3 Br 0.712
4 Br 0.718
5 V 1.194
6 S 0.675

***

Formula: C26H22CaGeI2N2O
Source: the Open Molecules 2025 dataset
Level of theory: ωB97M-V with the def2-TZVPD basis set

```
! wB97M-V def2-TZVPD RIJCOSX def2/J DEFGRID3
* xyz 1 2
I 1.4793 4.7735 4.8548
I 0.0742 4.7808 -0.9268
Ge -1.8727 0.3190 -1.7253
Ca 1.6727 -0.1291 -0.6721
O 1.5111 1.9296 -0.6722
N 2.8441 0.6981 1.3358
N 3.4448 0.3132 -2.4099
C 0.8383 4.3531 1.9514
C -0.0339 -2.1781 -0.5904
C -0.6304 -0.6110 2.8456
C 2.7540 1.7707 3.9012
C 0.8908 -3.1551 -0.2586
C -3.0038 -2.3648 -4.7705
C 0.8733 3.6975 0.7128
C 3.4354 0.0841 2.3068
C -0.1589 -1.4201 1.7604
C 1.5045 2.5007 0.5037
C -2.6024 -1.1705 -2.6604
C 0.8639 -2.3531 1.9747
C -3.7822 -3.2961 -2.7049
C -1.5019 0.3789 2.4555
C 2.1659 2.5441 2.8863
C 2.1443 1.8473 1.6436
C -1.4730 -0.2013 0.1270
C -2.7559 2.0383 -1.9262
C -2.5306 -1.2909 -4.0534
C 1.4275 3.7109 3.0272
C -3.6864 -3.4005 -4.1113
C -1.8658 0.6566 1.1074
C -3.1992 -2.2910 -2.0044
C 3.4322 0.6226 3.6148
C 1.4465 -3.1397 1.0185
C -0.6115 -1.3142 0.3831
H -1.7312 1.0768 3.2379
H -2.7937 -2.5031 -5.7932
H 0.3744 5.3034 2.0727
H 1.2690 -3.8381 -0.9837
H -2.7894 2.4197 -2.9737
H -0.4673 -2.1355 -1.5853
H 4.1609 -0.3067 -2.6921
H -2.2239 2.8963 -1.4423
H -2.1199 -0.5171 -4.6257
H 3.9422 1.0592 -1.9242
H 2.7362 2.1097 4.9565
H 2.2972 -3.7926 1.2922
H 3.8641 0.0518 4.3774
H -3.8115 2.0183 -1.6547
H -4.2086 -4.0918 -2.1010
H -3.0838 -2.2941 -0.9418
H 1.2764 -2.3810 2.9740
H -0.2655 -0.8230 3.8462
H -2.4152 1.5121 0.7770
H 3.1643 0.7859 -3.2313
H -4.0019 -4.3237 -4.5900
H 3.7330 -0.9299 2.0814
*
```

Properties
Kohn-Sham gap (alpha / beta): 6.558 / 6.345 eV
expectation value of S²: 0.76
energy: -123498.51036 eV
E_LUMO (alpha / beta): -3.232 / -3.834 eV

Results of the natural (NBO) charge analysis, in e, for atoms 1 through 6:
1 I 0.156
2 I 0.156
3 Ge 1.240
4 Ca 1.792
5 O -0.933
6 N -0.560

***

Formula: C5H20BrN10O5Y
Source: the Open Molecules 2025 dataset
Level of theory: ωB97M-V with the def2-TZVPD basis set

```
! wB97M-V def2-TZVPD RIJCOSX def2/J DEFGRID3
* xyz 2 1
Y -0.3334 -0.4373 1.3701
Br 4.1740 -0.7306 2.3943
O -0.2839 -4.5708 3.9930
O 0.8019 -4.3534 -1.0865
O 1.1695 4.2338 1.8286
O -3.2356 3.0524 -0.5223
O 1.0579 1.0909 -2.7821
N -5.3219 3.4281 -0.5149
N 2.6862 5.9082 1.9123
N 2.1038 2.6931 -4.0106
N -1.1739 -6.5489 4.3367
N 0.4875 -5.7073 -2.8372
N 0.6872 6.3926 2.3211
N 2.0770 -6.1860 -1.4933
N 0.9188 -6.1902 4.9245
N -4.0152 5.0645 -1.0152
N 0.5339 1.6456 -4.8847
C -4.1294 3.8292 -0.6366
C 1.4550 5.3879 2.1183
C 1.3238 1.7206 -3.8240
C 1.1512 -5.3289 -1.7829
C -0.1924 -5.7213 4.3932
H 2.6144 2.9995 -3.1948
H 0.8988 1.9256 -5.7839
H 2.0981 -6.9823 -2.1142
H 2.5933 6.9077 2.0240
H 1.1217 -7.1671 5.0816
H 1.6922 -5.5446 4.8522
H -4.9063 5.4983 -1.2099
H 2.6559 -6.1091 -0.6692
H -0.9657 -7.4080 4.8252
H -6.0242 4.1539 -0.5339
H -0.1812 0.9331 -4.9166
H -2.0435 -6.2094 3.9511
H 2.1397 3.2228 -4.8698
H 1.0655 7.3239 2.4194
H -0.2679 6.0838 2.4329
H 1.0964 -6.3638 -3.3044
H -3.0804 5.4324 -1.1190
H -0.3297 -5.2487 -3.2142
H -5.4993 2.4739 -0.2356
H 3.3800 5.4060 1.3770
*
```

Properties
Kohn-Sham gap: 2.677 eV
energy: -101711.68453 eV
E_LUMO: -11.238 eV

Results of the natural (NBO) charge analysis, in e, for atoms 1 through 6:
1 Y 2.202
2 Br -0.244
3 O -0.756
4 O -0.758
5 O -0.724
6 O -0.740